Entry 1:
Density functional theory data (ωB97M-V with the def2-TZVPD basis set) for the molecule C4H5NO.

CARTESIAN COORDINATES (ANGSTROEM)
C -2.626457 0.046122 -0.437460
C -1.418844 0.300593 -0.033542
N -0.290114 0.583061 0.355547
C 0.714028 -0.403870 0.134845
C 2.102589 0.135619 0.250263
O 0.433722 -1.566629 0.000203
H -3.000843 0.775878 -1.142034
H -3.258120 -0.684951 0.055919
H 2.776457 -0.687971 0.464913
H 2.161611 0.890219 1.035355
H 2.405968 0.611932 -0.684010

Forces on the atoms, in the same order (eV/Å):
0.0172 0.5545 0.1446
-0.0391 0.0541 0.2670
-0.6066 -0.3036 0.1651
0.3565 -0.1706 0.0869
0.2847 -0.0444 -0.0023
0.2106 0.1537 -0.0699
-0.2949 -0.3867 -0.3579
0.1268 0.2167 -0.0916
0.0964 0.0058 -0.0528
-0.0833 -0.0680 -0.0604
-0.0683 -0.0116 -0.0288

gap between HOMO and LUMO = 9.91 eV
energy above the lowest of the compared OMol25 structures with the same formula, charge and spin = 1.4629 eV
LUMO = 0.5055 eV
2S+1 = 1

=====

Entry 2:
Density functional theory data (ωB97M-V with the def2-TZVPD basis set) for a cluster of 15 separate species, C72H151F15N12O14 in total at a distorted geometry.

CARTESIAN COORDINATES (ANGSTROEM)
C -0.750976 -6.694931 -3.568626
C -0.395824 -6.175163 -4.925463
C -0.943077 -7.043183 -6.109628
O -1.098636 -6.213233 -7.198279
C -1.709494 -6.839848 -8.345209
N -0.968136 -4.822009 -5.012640
H -0.515229 -4.260024 -4.240184
H -0.620991 -4.484074 -5.918354
H -2.190103 -5.618101 0.315831
H -1.814335 -6.910361 -3.454910
H -0.353672 -6.071764 -2.740985
H -0.258818 -7.637797 -3.470861
H 0.705501 -6.184148 -5.009745
H -1.884879 -7.522541 -5.742059
H -0.198459 -7.808784 -6.306335
H -0.918006 -7.070453 -8.989200
H -2.434224 -6.149524 -8.785111
H -2.272575 -7.725056 -8.014649
C 3.975569 5.510038 1.635807
C 4.746453 6.279335 0.717270
C 4.874301 7.752296 1.068612
O 5.787575 8.396707 0.182032
C 6.366335 9.534920 0.872885
N 6.113055 5.706645 0.608604
H 6.387723 5.444601 1.528607
H 6.940213 4.676278 -0.453872
H 6.845781 6.403899 0.362228
H 2.915469 5.766585 1.849462
H 4.393014 5.533556 2.646060
H 4.100231 4.503719 1.238404
H 4.318324 6.200823 -0.284072
H 5.253322 7.748539 2.184919
H 3.900265 8.315208 1.176425
H 7.131081 9.987792 0.203862
H 6.863921 9.225919 1.807035
H 5.621056 10.300909 1.089843
C -2.603907 -10.139409 -0.024454
C -1.813317 -9.665100 1.219239
C -0.590490 -8.797760 0.899523
O -0.269377 -8.086501 2.065300
C 0.973029 -7.351110 1.954390
N -2.721383 -8.780868 2.088022
H -3.399673 -8.214157 1.526119
H -3.139271 -9.349864 2.806279
H -2.062791 -8.146729 2.497823
H -2.237304 -11.043883 -0.527723
H -2.510638 -9.304431 -0.714932
H -3.658478 -10.235836 0.249144
H -1.470659 -10.456198 1.873717
H -0.870548 -8.065767 0.108329
H 0.161189 -9.493414 0.508536
H 1.139628 -7.053380 3.001523
H 0.863289 -6.509974 1.333256
H 1.781198 -8.054468 1.608747
C -7.257678 1.598185 10.863696
C -7.952952 1.235974 9.700929
C -8.509510 3.745017 9.300003
O -9.240902 3.481539 8.235638
C -10.740113 3.550304 8.313036
N -7.387672 1.069047 8.564672
H -6.337854 1.154272 8.456383
H -8.006735 0.842877 7.762494
H -6.759674 3.687348 6.135046
H -7.768176 2.275218 11.596050
H -6.281897 1.993941 10.751757
H -7.067346 0.590101 11.353576
H -9.043619 1.219380 9.576588
H -7.528536 3.464570 9.080868
H -9.001431 3.720086 10.276300
H -10.921811 3.372485 7.231589
H -10.990420 4.495798 8.710870
H -11.259843 2.757302 8.936612
C -2.910922 3.448312 -2.049520
C -2.289506 3.239424 -3.419901
N -1.486677 1.979983 -3.431442
C -0.186569 1.838842 -3.351914
C 0.065563 0.499620 -3.357323
N -1.134209 -0.121039 -3.589900
C -2.104773 0.780223 -3.547826
C -1.371310 -1.573631 -3.601160
H -3.853069 2.863441 -1.897985
H -3.192970 4.498597 -1.902626
H -2.169166 3.265878 -1.207809
H -1.668316 4.082052 -3.798053
H -3.106767 3.183032 -4.193073
H 0.530004 2.628683 -3.303998
H 0.978899 -0.103500 -3.302801
H -3.147122 0.467033 -3.497177
H -0.803568 -1.997418 -2.837984
H -1.126675 -2.074774 -4.512694
H -2.449279 -1.691728 -3.288770
C -10.604588 8.837000 8.163859
C -9.432323 9.329269 7.283681
N -8.661616 8.163051 6.648533
C -7.322529 7.938172 6.606388
C -7.146310 6.770268 5.941419
N -8.413401 6.330703 5.605473
C -9.313163 7.199590 6.051062
C -8.752612 5.148034 4.820944
H -11.452005 8.511762 7.608480
H -10.930263 9.586211 8.896115
H -10.280080 7.850069 8.591065
H -8.655463 9.788289 7.952092
H -9.694845 10.007981 6.411631
H -6.643508 8.721035 6.911884
H -6.294822 6.229932 5.596017
H -10.385276 7.178332 5.858851
H -8.169633 5.273703 3.861439
H -9.833588 5.162564 4.505838
H -8.525204 4.158483 5.301267
C -4.805575 -4.185847 -6.758940
C -5.069753 -4.286962 -5.263183
N -6.388471 -3.617735 -4.866045
C -7.649702 -4.135201 -5.152561
C -8.550595 -3.144829 -5.167797
N -7.811075 -2.014629 -4.828743
C -6.506352 -2.270316 -4.670712
C -8.563059 -0.702953 -4.764070
H -3.835051 -4.713839 -6.896691
H -4.703020 -3.150044 -6.999405
H -5.634081 -4.531343 -7.324736
H -4.315378 -3.829991 -4.663511
H -5.260041 -5.310607 -4.941223
H -7.846151 -5.217833 -5.271817
H -9.623178 -3.149016 -5.337522
H -5.654279 -1.661565 -4.318993
H -8.696452 -0.326316 -5.776877
H -8.013461 -0.006989 -4.109387
H -9.526719 -0.863639 -4.288418
C 13.611221 2.157860 6.091869
C 13.271744 1.889963 4.600033
C 11.913655 2.505885 4.327916
N 11.285518 2.314485 2.884096
C 11.289077 0.830266 2.592058
C 10.419760 0.419430 1.470622
C 9.018359 1.015658 1.558261
C 9.015611 2.517246 1.757232
C 9.816025 2.838225 3.048713
C 12.033410 3.113153 1.868175
H 13.569113 3.213801 6.175770
H 14.642840 1.887236 6.322490
H 13.060840 1.611525 6.841365
H 13.269399 0.791902 4.457184
H 14.033158 2.317605 3.965175
H 11.958613 3.631370 4.451245
H 11.182139 2.009422 4.905733
H 11.029311 0.236454 3.537730
H 12.327565 0.533679 2.251966
H 10.250806 -0.675114 1.317664
H 10.896429 0.800558 0.533461
H 8.528504 0.608339 2.462255
H 8.422826 0.760870 0.708749
H 8.042315 2.996643 1.837763
H 9.471609 3.041961 0.904285
H 9.321087 2.363631 3.922867
H 9.863521 3.930244 3.138719
H 11.747367 2.909385 0.861297
H 13.100765 2.959781 1.978961
H 11.780349 4.173212 2.083162
C 3.056943 -4.770114 -5.476406
C 3.021320 -3.809912 -6.648514
C 3.839869 -2.506734 -6.278812
N 4.034421 -1.477959 -7.387928
C 2.710451 -0.869961 -7.724268
C 2.184346 -0.150501 -6.448498
C 3.150972 0.921588 -5.988077
C 4.543932 0.341069 -5.657767
C 5.022235 -0.496739 -6.877472
C 4.569788 -2.137104 -8.596115
H 4.048774 -4.881385 -4.999935
H 2.691542 -5.794185 -5.731458
H 2.425889 -4.370948 -4.599779
H 1.978095 -3.423070 -6.878006
H 3.463928 -4.305240 -7.543974
H 4.896025 -2.824374 -6.053503
H 3.566786 -1.992318 -5.367580
H 2.135510 -1.737988 -8.016065
H 2.754044 -0.195422 -8.552068
H 1.875690 -0.738011 -5.529490
H 1.289159 0.475030 -6.756191
H 2.780761 1.377204 -5.034644
H 3.254397 1.762361 -6.656218
H 4.476959 -0.238100 -4.719944
H 5.347311 1.127857 -5.511206
H 5.896386 -1.155775 -6.623374
H 5.329174 0.065787 -7.738558
H 5.006765 -1.370911 -9.260871
H 3.778564 -2.678553 -9.144680
H 5.409642 -2.806115 -8.307636
C 7.419045 4.045761 -2.272424
O 6.349457 4.790731 -2.781282
O 7.730327 4.350010 -0.977579
C 6.800013 2.617995 -2.367129
F 5.938175 2.495680 -1.325324
F 6.251301 2.323559 -3.504815
F 7.782456 1.679942 -2.171121
C 6.681270 5.865937 -3.665395
C 6.216896 7.222013 -3.162674
H 6.754182 7.543869 -2.187739
H 6.255801 8.150101 -3.839336
H 5.091261 6.986629 -2.918590
H 6.178606 5.623587 -4.567444
H 7.757532 5.785106 -3.976847
H 8.300458 4.153835 -2.894556
C -4.821422 -0.646058 -1.701716
O -3.546362 -0.929780 -1.185570
O -4.741978 -0.532485 -2.986009
C -5.707172 -1.780419 -1.271433
F -5.754768 -2.013862 0.067414
F -6.945202 -1.598270 -1.759463
F -5.304426 -2.936875 -1.829082
C -2.992646 0.003530 -0.305738
C -1.506757 -0.165088 -0.249103
H -1.177270 -1.044691 0.247205
H -1.020931 -0.146014 -1.182083
H -1.171885 0.701221 0.309747
H -3.377941 -0.049186 0.714182
H -3.235109 1.018246 -0.692662
H -5.299347 0.244233 -1.199941
C 2.741726 -1.751965 -2.720865
O 4.006490 -2.454805 -3.096946
O 2.029067 -1.317535 -3.737579
C 2.070343 -2.852889 -1.816143
F 2.995278 -3.321345 -0.979313
F 1.069033 -2.339234 -1.057330
F 1.623880 -3.930480 -2.480395
C 5.249433 -1.956787 -2.536570
C 6.394883 -2.265510 -3.470516
H 6.626554 -3.382672 -3.561888
H 6.121839 -1.842337 -4.478336
H 7.319787 -1.798801 -3.102540
H 5.337297 -2.337011 -1.535738
H 5.278521 -0.863238 -2.508282
H 3.139921 -1.012457 -2.029695
C -3.985163 -6.099038 0.777753
O -4.693686 -6.985564 1.568586
O -2.580989 -6.208696 0.958011
C -4.474263 -6.526675 -0.637139
F -3.733761 -5.987823 -1.621330
F -4.555508 -7.830683 -0.935992
F -5.733552 -6.100490 -0.690342
C -4.586122 -6.654273 2.992760
C -5.614789 -7.317581 3.852434
H -5.267378 -6.973921 4.813773
H -6.621188 -7.044387 3.577399
H -5.580515 -8.401178 3.883967
H -4.787197 -5.636408 3.120474
H -3.539592 -6.769265 3.449790
H -4.403432 -5.147310 1.034574
C -4.952459 2.986163 6.223111
O -4.176422 2.536544 7.186603
O -6.152243 3.600053 6.895509
C -4.303771 4.114777 5.266587
F -3.046541 3.775041 4.980252
F -5.135546 4.231413 4.210368
F -4.217276 5.270250 5.936474
C -3.105005 3.394441 7.841647
C -2.598212 2.692757 9.087325
H -1.818327 2.019611 8.811322
H -2.235873 3.537918 9.683243
H -3.513211 2.337354 9.645025
H -3.627598 4.331187 8.079650
H -2.269988 3.459217 7.096217
H -5.346659 2.181029 5.552723

Forces on the atoms, in the same order (eV/Å):
0.1967 -0.6513 0.5516
-0.2426 0.4105 -0.3894
0.0701 0.1659 2.1183
-0.8047 0.4232 -0.9288
-0.9398 0.4169 1.8564
1.1950 0.6260 0.2433
-0.5515 -0.6740 -1.3190
-0.4023 0.4468 0.5148
0.4638 0.3717 -0.2967
-0.0925 0.4253 0.0335
-0.3828 -0.0653 -0.5437
0.4067 -0.9578 0.3424
-0.2925 0.2296 -0.0016
0.2831 0.2608 -0.6161
0.0353 -0.5083 -0.0839
0.8197 -0.6302 -1.3727
0.3191 0.0462 -0.0603
0.2761 0.0588 -0.2797
-1.5679 -1.8597 2.3102
1.7003 2.7424 -2.6943
-0.0125 0.4727 2.1342
-0.1628 0.5448 1.6279
0.6597 -0.0707 -0.9747
0.5171 0.5054 -0.2442
0.1926 -0.4927 1.0343
-0.0706 -0.1778 -0.4069
-1.2032 -0.1440 -0.1143
0.5667 -0.0364 -0.9290
0.3944 -0.0900 0.0366
-0.6691 -0.4552 0.4954
-0.0601 0.0621 -0.1297
-0.1526 0.1936 -1.8281
0.7213 -0.6117 -0.6116
-0.5689 -0.4089 0.3612
-0.2330 -0.0132 -0.2686
-0.1472 -0.0986 0.0432
0.4594 0.6521 0.5600
-0.3116 0.1658 -0.2386
-1.1760 0.2227 -0.8555
0.8696 -0.3073 -0.3449
0.1367 -2.1253 1.7360
0.4574 -1.0729 -1.4890
0.0568 -0.7263 0.6828
-0.5993 -0.0143 0.1803
0.5736 0.8751 0.7314
-0.0176 0.2457 0.5088
-0.3010 -0.1074 -0.3883
0.1435 -0.2935 -0.2184
-0.1624 -0.3054 0.1219
0.2867 -0.4505 0.1486
0.3673 0.3650 0.2566
0.3789 0.0996 -0.5997
-0.0846 1.0598 -0.9741
-0.6750 0.8616 0.2952
0.3231 -1.6654 4.1170
-3.9749 3.6910 -0.5206
-0.0956 -0.5960 2.9402
-4.1461 -0.5780 -3.1311
2.5231 -1.9794 -0.9116
2.7884 -1.8672 -4.0423
-2.0349 -0.0292 -0.1469
1.3101 0.3657 0.7975
-0.1429 0.0620 0.8531
0.1678 -0.9159 -0.7786
1.0330 0.5627 -0.7194
0.0702 0.9479 0.4356
0.4236 -0.3766 1.0060
1.4462 0.1823 0.4955
0.4187 0.1458 -0.2410
-0.7642 0.4230 0.8702
-0.5080 1.2591 0.1612
1.0064 0.6140 -0.5522
0.1233 0.4640 1.3295
-0.3693 0.0995 -0.8823
-4.8591 1.0274 -0.8235
2.5895 -1.1960 0.4531
0.5123 -0.0199 -0.7060
0.1916 -0.4175 0.5673
0.9002 0.1927 -0.2537
-2.3448 0.9474 0.4650
1.0071 0.2018 -0.1416
-0.0339 -0.1346 -0.2929
-0.8818 -0.1340 -1.0585
-0.0728 -0.6656 0.6966
0.8615 -0.3480 0.7266
-0.0229 0.4322 0.1471
0.0300 0.1374 -0.2243
-0.5019 0.4160 -0.0788
1.1348 -0.6691 1.3049
0.0495 0.1864 -0.7909
1.0011 -0.0601 -0.6486
1.2279 -1.1657 -0.1621
1.2152 0.3217 -0.1961
-1.9460 1.7637 1.1160
0.5101 0.4690 -0.2347
-0.7465 -0.0934 -0.2781
-0.4213 -0.7410 0.0715
-0.1430 -0.5986 -0.5078
0.1135 -0.4372 -1.7900
-0.8650 0.2746 -0.8135
0.3595 -0.3805 -0.1431
-0.0703 1.1958 0.4771
-0.8538 -0.0598 -0.8074
0.2151 -0.6483 1.3530
0.0929 -0.4140 0.2314
0.3909 -0.0375 0.1807
0.4551 -0.1772 0.2612
-0.5558 -0.5632 0.9583
1.0843 0.0923 0.6634
-0.2384 1.2104 -0.1292
1.1061 -0.0468 1.5406
-2.3547 -0.2303 0.3899
0.2791 0.8678 -0.8113
0.5268 -1.9064 -0.2267
1.0235 0.3991 0.5916
-1.4865 2.0591 -0.0895
-0.8204 -2.0726 -0.3114
1.2742 -0.3258 0.6835
-0.7844 0.2669 -0.4587
0.4030 0.7643 -0.3132
-0.4747 -0.8485 -0.6148
0.6082 0.1955 0.4031
0.5350 -0.1020 -0.0367
0.4688 0.9462 -0.0818
0.4266 0.1533 0.1400
-0.5679 0.4487 0.0352
0.1034 0.0780 0.1458
-0.0400 -0.2518 -0.5571
0.0075 -0.2706 -0.1149
1.0548 -0.4072 -1.0405
-0.2478 -1.1879 0.6970
0.5666 1.2037 -1.8385
-0.5437 -0.2725 1.5873
1.5662 -1.6957 1.0037
-1.4083 0.3842 -2.3208
-0.4947 0.2658 1.1373
1.2429 0.5702 0.3432
-0.0092 -0.1647 -1.5496
-0.2693 1.1525 1.0234
-0.2519 1.0516 0.8722
0.0917 -0.0101 -0.3871
-0.8083 0.0855 -0.0844
-0.1026 0.5555 -0.2153
0.3107 0.1317 -0.1205
-0.3145 -1.3383 0.1524
-0.7627 -0.0235 1.0771
0.4030 1.1791 -1.0867
-0.8616 0.5532 1.0053
0.8493 0.7549 0.5547
-0.4029 -0.4315 0.4093
-0.0175 -0.2021 -0.3770
-0.3325 -0.3312 -0.5902
-0.2643 -0.3829 0.1374
-0.0159 -0.1707 0.1273
0.7240 0.2504 -0.4453
0.2675 -0.3454 0.4581
-0.3751 -0.4164 -0.5301
0.0452 -0.1297 0.1246
0.3815 -0.5922 -0.2066
-1.0388 -0.1456 2.0423
-0.1007 1.9031 -0.3490
1.6906 -1.7824 -0.2584
-0.6910 -0.7754 0.0970
-0.5905 -0.2776 2.3012
-1.7478 1.2004 -0.4507
0.9632 0.3878 1.9495
0.6090 0.3387 -0.8416
1.1867 -0.8372 1.2315
1.0215 -0.2124 -0.7539
-0.2016 0.1020 -0.6057
0.2657 0.8893 0.0178
0.7614 -0.5889 -1.4586
0.9710 -1.0371 0.1973
-0.4141 0.5195 0.5075
-0.8924 0.0595 -0.3276
-0.8123 -0.1319 0.0306
-0.5621 0.1243 -0.0661
0.5271 0.4587 -0.5413
0.5473 0.0727 -1.4951
0.5814 -1.0887 0.1244
0.0343 -0.4293 -0.7154
-0.0247 0.1378 -0.6608
0.1358 0.0090 -0.5599
-1.0868 -0.7688 -0.1169
-0.5390 0.8501 -0.0775
-0.0167 0.8196 -0.2186
-0.4011 -0.2559 0.2466
0.4650 0.2131 0.4742
-0.7128 0.2744 -0.1576
-1.6184 -0.2819 -0.2199
0.3348 0.9270 0.1856
0.6559 -0.0276 0.2329
2.1884 0.2669 2.1747
-0.2007 -0.4258 -0.8581
-0.9871 -0.1823 -0.8754
-0.3145 0.1207 0.1381
1.4766 0.1995 -0.7144
-1.3000 0.7811 1.7845
-0.9961 -0.6899 -1.4832
0.0612 -1.8596 0.5445
1.9792 0.9969 -0.1827
-0.7607 -0.0041 -1.0022
-0.6278 0.3566 0.7030
0.2651 -0.2698 -0.1512
-0.3814 1.1020 0.4989
0.7960 -0.6477 1.1442
-0.4252 0.1741 -2.2380
-0.0458 -1.2595 -0.2729
-0.3311 0.3975 -0.4589
-0.6205 0.2140 0.6246
0.3343 -0.6261 0.0095
-0.1268 0.7178 -0.4935
-0.3412 0.9633 0.8660
0.0799 -0.8576 0.5938
0.3710 0.1196 -1.2353
0.5251 0.1077 0.2720
-0.3694 -0.1875 0.0931
0.1399 -0.3462 0.2975
0.5322 -0.0559 0.2143
0.6154 -1.0458 -0.2751
0.5023 0.5158 -0.6322
0.6724 -0.8984 0.7228
0.9757 0.8488 -0.5408
0.1144 -0.2220 0.9994
-0.1667 -0.3088 -0.3199
-0.6897 0.1858 -0.1292
-1.0468 0.2320 -0.9888
0.3409 -1.5306 -0.6979
-0.4995 1.4556 -0.0304
0.5356 -0.4987 0.9648
-0.2795 0.0264 -0.1848
0.3953 -0.2570 0.5235
-0.6279 0.2130 0.3443
-0.3408 0.7172 0.5941
-0.2091 -1.2455 -0.6671
0.9995 -0.6330 1.8338
-1.2366 -0.2556 0.1085
-0.5587 0.4968 -0.5617
-0.0889 0.3630 0.3755
0.7172 -0.2269 0.8178
-0.2378 0.6124 -0.4869
0.9473 -0.9060 0.0498
0.6141 -0.7974 -0.3146
-0.7555 0.1064 0.7680
-0.2399 0.3580 0.2158
0.1832 -0.2636 -0.1539
-0.1541 1.9397 -0.3217
-1.1998 -0.2471 -1.1064
0.3352 1.2347 -0.4681
-1.8310 2.0168 -0.5077
2.1853 -0.8860 1.2661
1.2124 -0.4986 -2.2342
-0.8294 -1.9100 2.8346
-0.3850 0.0373 -1.3585
0.9649 0.4977 -0.1906
-0.3476 0.5134 -0.6861
-0.7520 -0.6379 -1.1736
-2.1746 1.6043 0.0991
0.2101 -0.8476 0.4324
0.4561 -0.4383 0.1531
1.3256 -0.3060 -0.5061
0.5871 -0.1486 -0.1767
-0.9381 0.4771 0.6984
0.5783 0.3261 0.5277

gap between HOMO and LUMO = 4.14 eV
LUMO = -5.1034 eV
total charge = +4
2S+1 = 1